C33H57O17PdS6 as an isolated structure in a non-equilibrium geometry. Source: the OMol25 dataset; level of theory: the ωB97M-V functional and the def2-TZVPD basis.

Geometry as XYZ:
```
114
Properties=species:S:1:pos:R:3
Pd -1.92 0.69 3.76
C 0.61 0.22 0.73
C -0.12 -1.02 1.33
C 0.98 -2.01 1.76
O -1.08 -0.79 2.28
H -0.10 0.71 0.07
H 1.51 0.03 0.15
H 0.84 0.91 1.54
H -0.60 -1.41 0.44
H 1.68 -1.48 2.41
H 1.42 -2.31 0.81
H 0.48 -2.87 2.19
C 1.70 2.29 5.86
C 2.52 3.47 5.58
C 2.14 4.40 4.37
O 2.87 5.36 4.21
C 0.88 4.11 3.58
C 0.22 3.01 3.86
C 0.62 1.98 4.97
O 0.04 0.83 5.09
O -0.83 2.76 3.05
O 3.50 3.80 6.25
H 1.92 1.64 6.69
H 0.62 4.86 2.84
C 3.28 -0.58 4.81
C 3.95 0.17 3.67
C 5.49 0.05 3.53
S 5.80 -1.34 4.82
O 6.96 -0.99 5.65
O 5.64 -2.61 4.13
C 4.25 -1.12 5.81
H 2.56 -1.33 4.49
H 2.48 0.00 5.27
H 3.77 1.24 3.55
H 3.52 -0.23 2.75
H 6.06 0.86 4.00
H 6.17 -0.20 2.72
H 4.33 -0.38 6.61
H 4.00 -1.97 6.45
C 2.78 -1.66 -3.76
C 4.13 -1.23 -4.37
C 4.91 -0.56 -3.26
S 3.70 0.54 -2.37
O 3.75 1.73 -3.16
O 3.87 0.57 -0.92
C 2.25 -0.43 -2.98
H 3.00 -2.35 -2.95
H 2.14 -2.19 -4.48
H 3.97 -0.38 -5.03
H 4.65 -1.98 -4.97
H 5.85 -0.03 -3.46
H 5.30 -1.20 -2.47
H 1.38 0.15 -3.28
H 1.65 -0.76 -2.13
C -3.39 0.57 -5.40
C -2.00 0.31 -6.01
C -1.07 -0.47 -4.97
S -1.69 -0.08 -3.24
O -0.63 0.68 -2.65
O -2.21 -1.29 -2.61
C -3.14 0.86 -3.79
H -3.96 -0.34 -5.61
H -3.81 1.36 -6.02
H -1.55 1.30 -5.92
H -2.05 -0.14 -6.99
H -0.06 -0.08 -5.09
H -1.07 -1.55 -5.12
H -3.14 1.91 -3.53
H -3.94 0.55 -3.11
C -0.69 3.78 -0.53
C -1.78 4.68 -1.22
C -1.04 5.88 -1.89
S 0.81 5.64 -1.63
O 1.30 6.44 -0.52
O 1.39 5.74 -2.96
C 0.59 3.87 -1.11
H -1.00 2.74 -0.46
H -0.54 3.97 0.53
H -2.53 5.12 -0.56
H -2.46 4.09 -1.83
H -1.23 6.91 -1.59
H -1.37 5.80 -2.92
H 1.38 3.32 -0.59
H 0.55 3.47 -2.12
C -6.36 -1.13 1.17
C -5.25 -1.41 0.08
C -4.16 -0.30 0.26
S -4.70 0.92 1.62
O -5.40 2.09 1.03
O -3.65 1.23 2.49
C -5.83 -0.19 2.34
H -6.39 -2.04 1.76
H -7.32 -0.92 0.70
H -5.73 -1.60 -0.88
H -4.88 -2.37 0.46
H -3.77 0.12 -0.66
H -3.29 -0.85 0.60
H -6.62 0.30 2.91
H -5.09 -0.70 2.96
C -2.67 -4.62 -0.92
C -2.47 -5.46 -2.21
C -0.94 -5.69 -2.54
S 0.01 -5.54 -1.04
O 0.92 -4.43 -1.11
O 0.56 -6.87 -0.75
C -1.47 -5.06 0.05
H -3.66 -4.73 -0.47
H -2.76 -3.56 -1.12
H -3.09 -4.95 -2.95
H -3.05 -6.35 -1.97
H -0.54 -4.87 -3.14
H -0.66 -6.62 -3.04
H -1.21 -4.36 0.85
H -1.67 -6.01 0.55
```

For the orbital gap (alpha / beta), the calculation gives 5.457 / 5.099 eV. The value obtained for the total energy is -5087.352466 Ha. Its total charge is -1. As for the multiplicity: 3. Its strongest force on any atom is 5.633 eV Å⁻¹.

***

A 5-piece molecular cluster, C33H58ClF3N4O18PS overall in a non-equilibrium geometry. Source: the OMol25 dataset; level of theory: the ωB97M-V functional and the def2-TZVPD basis.

Geometry as XYZ:
```
119
Properties=species:S:1:pos:R:3
C 3.58 4.04 4.27
C 3.35 3.49 2.86
O 4.55 3.50 2.11
C 2.81 2.04 2.99
O 3.19 1.29 1.81
N 3.63 0.01 2.09
C 2.72 -0.96 2.11
N 1.43 -0.73 1.85
C 0.82 -1.79 0.98
C -0.62 -1.54 0.54
C -1.23 -0.17 0.73
O -1.40 0.09 2.11
C -2.35 1.10 2.39
C -1.76 2.21 3.24
F -0.42 2.25 3.20
F -2.19 3.40 2.80
F -2.13 2.12 4.52
C 0.95 -3.12 1.76
C 0.15 -3.14 3.04
C 0.52 -2.52 4.23
C -0.31 -2.65 5.33
C -1.49 -3.38 5.20
N -1.87 -3.99 4.08
C -1.04 -3.87 3.05
C 2.46 -3.38 1.88
C 2.78 -4.63 2.71
S 4.54 -5.00 2.78
O 5.16 -4.30 1.69
O 4.70 -6.41 2.87
N 3.19 -2.22 2.43
P 5.41 -0.29 2.36
O 5.90 0.72 1.22
Cl 5.79 0.87 4.01
H 4.14 4.97 4.23
H 4.16 3.31 4.84
H 2.63 4.18 4.79
H 2.60 4.09 2.36
H 5.29 3.60 2.72
H 1.73 2.08 3.04
H 3.21 1.56 3.87
H 1.28 0.22 1.53
H 1.48 -1.88 0.11
H -0.66 -1.73 -0.54
H -1.30 -2.27 0.99
H -2.19 -0.17 0.21
H -0.62 0.60 0.24
H -2.73 1.57 1.48
H -3.18 0.66 2.94
H 0.54 -3.89 1.11
H 1.42 -1.92 4.34
H -0.06 -2.20 6.28
H -2.15 -3.47 6.05
H -1.33 -4.39 2.15
H 2.84 -3.60 0.89
H 2.36 -5.50 2.20
H 2.34 -4.58 3.71
H 4.93 -4.46 3.96
H 3.36 -2.29 3.42
H 5.43 0.54 0.39
C 7.21 -0.23 -2.01
C 6.27 -1.40 -2.22
O 5.35 -1.16 -3.30
C 5.84 -1.35 -4.53
O 6.96 -1.71 -4.79
O 4.88 -1.07 -5.40
C 5.26 -1.18 -6.77
H 6.65 0.70 -1.88
H 7.81 -0.41 -1.11
H 7.88 -0.10 -2.85
H 5.63 -1.55 -1.35
H 6.81 -2.33 -2.39
H 5.72 -2.15 -6.98
H 5.95 -0.38 -7.03
H 4.36 -1.08 -7.36
C 1.51 0.92 -5.57
C 1.66 -0.44 -6.21
O 0.39 -1.05 -6.46
C -0.25 -0.60 -7.55
O 0.16 0.22 -8.32
O -1.42 -1.24 -7.63
C -2.25 -0.82 -8.72
H 0.90 0.85 -4.67
H 2.49 1.32 -5.30
H 1.03 1.63 -6.24
H 2.19 -1.11 -5.54
H 2.23 -0.37 -7.14
H -1.71 -0.87 -9.66
H -2.61 0.19 -8.55
H -3.09 -1.51 -8.74
C -4.97 -2.04 -4.50
C -4.60 -1.21 -5.71
O -5.62 -1.26 -6.72
C -6.67 -0.47 -6.50
O -6.81 0.28 -5.57
O -7.52 -0.63 -7.51
C -8.73 0.13 -7.40
H -5.21 -3.06 -4.80
H -4.14 -2.07 -3.79
H -5.84 -1.63 -4.00
H -3.70 -1.61 -6.18
H -4.40 -0.18 -5.43
H -8.51 1.18 -7.24
H -9.34 -0.25 -6.58
H -9.26 0.00 -8.34
C -4.66 2.72 6.64
C -4.19 4.01 6.01
O -5.30 4.84 5.63
C -5.85 5.54 6.62
O -5.49 5.54 7.77
O -6.87 6.24 6.12
C -7.59 7.01 7.09
H -5.37 2.21 5.99
H -3.82 2.06 6.84
H -5.17 2.91 7.59
H -3.66 3.81 5.09
H -3.52 4.56 6.67
H -6.92 7.64 7.66
H -8.14 6.35 7.76
H -8.28 7.62 6.53
```

For the orbital gap, the calculation gives 8.839 eV. The value obtained for the total energy is -4364.698910 Ha. Its total charge is +1. Its strongest force on any atom is 1.327 eV Å⁻¹.

***

A 2-piece molecular cluster, C33H59Cl2INO4Si overall in a non-equilibrium geometry. Source: the OMol25 dataset; level of theory: the ωB97M-V functional and the def2-TZVPD basis.

Geometry as XYZ:
```
101
Properties=species:S:1:pos:R:3
C -5.12 -1.65 0.68
C -3.50 -1.49 0.67
C -2.78 -2.04 1.99
C -1.46 -2.94 1.68
C -0.39 -2.12 0.77
C 1.10 -2.72 0.84
C 2.21 -1.64 1.34
C 3.43 -1.46 0.31
C 4.00 0.07 0.25
C 4.14 0.54 -1.27
C 3.51 1.93 -1.69
N 2.14 2.28 -1.19
C 1.98 2.94 0.17
C 3.25 3.54 0.91
C 3.74 4.91 0.17
C 2.75 6.15 0.44
I 5.74 5.55 0.77
C 0.99 2.04 1.09
Si -0.35 2.91 2.15
C -1.55 4.03 1.16
C 0.42 4.04 3.53
C -1.47 1.61 3.04
O 0.61 1.03 0.11
C 0.98 1.32 -1.28
C -0.32 2.20 -1.74
C -1.72 1.55 -1.31
C -2.89 2.54 -1.88
O -3.51 1.85 -3.02
C 0.98 0.08 -2.27
C 1.34 0.40 -3.80
C 0.10 0.10 -4.81
C -0.20 1.36 -5.79
O 0.22 1.38 -6.98
O -0.94 2.51 -5.37
H -5.51 -2.31 -0.17
H -5.48 -2.08 1.68
H -5.64 -0.63 0.55
H -3.30 -0.35 0.60
H -3.13 -1.97 -0.30
H -3.54 -2.75 2.50
H -2.58 -1.20 2.74
H -1.75 -3.94 1.19
H -0.96 -3.08 2.72
H -0.48 -1.03 1.10
H -0.76 -2.28 -0.31
H 1.07 -3.65 1.53
H 1.38 -3.10 -0.20
H 1.70 -0.68 1.67
H 2.66 -2.11 2.30
H 3.17 -1.86 -0.74
H 4.27 -2.15 0.69
H 5.07 -0.01 0.70
H 3.43 0.76 0.95
H 3.76 -0.26 -2.02
H 5.27 0.61 -1.49
H 3.44 1.93 -2.85
H 4.30 2.75 -1.48
H 1.85 3.04 -1.84
H 1.32 3.88 0.00
H 3.06 3.84 2.00
H 4.18 2.86 0.89
H 3.77 4.78 -0.98
H 3.22 7.17 0.16
H 2.28 6.16 1.48
H 1.88 6.03 -0.31
H 1.61 1.47 1.88
H -0.96 4.63 0.36
H -2.40 3.41 0.71
H -1.97 4.81 1.88
H 1.56 3.97 3.57
H -0.09 3.81 4.53
H 0.19 5.14 3.23
H -0.86 1.10 3.87
H -2.40 2.10 3.52
H -1.80 0.78 2.30
H -0.36 2.32 -2.90
H -0.31 3.27 -1.33
H -1.89 1.47 -0.19
H -1.93 0.53 -1.78
H -3.69 2.58 -1.06
H -2.49 3.57 -2.16
H -3.86 1.02 -2.61
H 1.64 -0.74 -1.80
H -0.07 -0.39 -2.28
H 2.30 -0.08 -4.18
H 1.49 1.55 -3.87
H 0.36 -0.76 -5.53
H -0.86 -0.17 -4.26
H -0.30 3.27 -5.35
Cl -3.30 -6.10 -0.11
C -2.76 -7.35 0.95
C -1.42 -7.73 1.03
Cl -0.19 -6.96 0.09
C -1.04 -8.76 1.89
C -1.99 -9.40 2.67
C -3.33 -9.02 2.59
C -3.71 -8.00 1.73
H 0.00 -9.06 1.96
H -1.69 -10.20 3.34
H -4.07 -9.53 3.20
H -4.75 -7.71 1.68
```

For the orbital gap, the calculation gives 7.846 eV. The value obtained for the total energy is -3155.627109 Ha. Its total charge is +1. Its strongest force on any atom is 5.154 eV Å⁻¹.

***

A 13-piece molecular cluster, C33H59N5O30S2 overall in a non-equilibrium geometry. Source: the OMol25 dataset; level of theory: the ωB97M-V functional and the def2-TZVPD basis.

Geometry as XYZ:
```
129
Properties=species:S:1:pos:R:3
C -6.78 24.22 -8.41
N -7.58 25.32 -7.88
O -7.76 25.37 -6.71
O -8.06 26.18 -8.63
H -7.37 23.80 -9.22
H -6.66 23.46 -7.64
H -5.79 24.60 -8.68
C -2.16 30.91 -9.01
N -1.66 31.67 -7.86
O -1.74 32.90 -7.99
O -1.41 31.07 -6.83
H -3.17 30.60 -8.75
H -1.61 29.96 -9.01
H -1.99 31.49 -9.91
C -7.78 31.23 -12.19
N -8.63 31.66 -11.05
O -8.16 31.40 -9.97
O -9.73 32.27 -11.22
H -6.72 31.42 -12.03
H -8.17 31.87 -12.98
H -8.02 30.18 -12.34
C -8.00 31.72 -2.00
N -8.22 31.35 -3.47
O -7.37 30.58 -3.95
O -9.32 31.70 -3.93
H -8.85 32.33 -1.68
H -7.06 32.23 -1.79
H -7.99 30.73 -1.54
C -5.20 25.67 -3.99
N -4.50 24.93 -5.05
O -4.39 25.43 -6.15
O -4.01 23.84 -4.71
H -5.96 25.11 -3.45
H -5.72 26.48 -4.51
H -4.40 25.89 -3.28
O -5.54 32.63 -5.02
C -5.17 33.72 -4.64
O -5.65 34.87 -5.03
C -4.95 35.94 -4.43
C -3.69 35.37 -3.78
C -4.23 33.95 -3.51
H -5.53 36.40 -3.62
H -4.70 36.67 -5.20
H -3.48 35.97 -2.89
H -2.82 35.46 -4.44
H -4.76 33.94 -2.56
H -3.49 33.15 -3.51
O -4.50 30.08 -0.97
C -4.06 29.86 -2.05
O -3.15 30.65 -2.62
C -2.77 30.31 -3.92
C -3.96 29.38 -4.33
C -4.40 28.75 -2.98
H -1.88 29.68 -3.95
H -2.69 31.19 -4.56
H -3.70 28.54 -4.97
H -4.79 29.91 -4.80
H -3.69 27.94 -2.77
H -5.47 28.58 -2.89
O -10.64 28.60 -6.32
C -11.50 29.34 -6.61
O -12.05 29.50 -7.88
C -13.15 30.39 -7.90
C -13.47 30.61 -6.42
C -12.16 30.44 -5.73
H -14.06 30.03 -8.38
H -12.86 31.33 -8.38
H -14.16 29.87 -6.01
H -13.91 31.58 -6.18
H -12.24 30.13 -4.68
H -11.50 31.30 -5.79
O -10.01 36.68 -6.61
C -10.25 35.64 -7.22
O -9.69 34.46 -6.81
C -9.90 33.33 -7.69
C -10.39 34.06 -8.98
C -10.99 35.39 -8.47
H -10.57 32.52 -7.40
H -8.88 32.95 -7.79
H -11.18 33.49 -9.45
H -9.64 34.10 -9.77
H -12.04 35.18 -8.26
H -10.70 36.24 -9.10
O -1.90 26.91 -4.65
C -1.06 26.98 -5.56
O -0.28 25.90 -5.82
C 0.64 26.02 -6.89
C 0.21 27.33 -7.52
C -0.66 28.12 -6.51
H 0.51 25.23 -7.63
H 1.64 25.92 -6.48
H -0.44 27.11 -8.36
H 1.01 27.94 -7.94
H -1.52 28.59 -7.00
H -0.07 28.89 -6.00
O -3.27 29.14 -11.05
C -4.09 28.34 -11.51
O -3.73 27.07 -11.65
C -4.88 26.27 -11.91
C -5.94 27.23 -12.46
C -5.40 28.63 -12.23
H -5.29 25.87 -10.98
H -4.65 25.42 -12.55
H -6.95 27.08 -12.09
H -6.23 27.02 -13.49
H -6.07 29.19 -11.57
H -5.24 29.17 -13.17
C -7.48 28.80 -6.69
C -7.02 30.20 -7.05
O -5.90 30.03 -7.91
S -5.23 28.52 -7.84
O -3.82 28.55 -7.44
O -5.62 27.72 -9.04
O -6.21 28.10 -6.58
H -8.16 28.32 -7.39
H -8.02 28.73 -5.74
H -6.66 30.77 -6.19
H -7.82 30.84 -7.43
C -8.16 27.58 -2.48
C -9.16 26.49 -2.85
O -9.17 25.52 -1.83
S -8.37 25.99 -0.44
O -7.63 24.88 0.14
O -9.27 26.70 0.50
O -7.44 27.10 -1.37
H -8.53 28.58 -2.29
H -7.39 27.76 -3.24
H -8.90 25.91 -3.73
H -10.21 26.81 -2.83
```

For the orbital gap, the calculation gives 9.111 eV. The value obtained for the total energy is -4619.624052 Ha. Its strongest force on any atom is 4.305 eV Å⁻¹.